Record 1
The following is a DFT calculation (the ωB97M-V functional and the def2-TZVPD basis) of the molecule C9H10N2O2 in a non-equilibrium geometry.

XYZ file:
```
23
C9H10N2O2 the ωB97M-V functional and the def2-TZVPD basis
C 1.861 1.174 0.399
C 3.228 -0.125 -0.472
C 1.128 0.094 -0.021
C -2.007 1.327 0.593
C -1.011 0.584 1.075
C -0.275 -1.808 0.174
C -2.179 1.194 -0.857
C -1.013 0.277 -1.258
C -0.395 -0.130 -0.024
N 3.162 1.056 0.017
N -0.210 -2.317 1.400
O -0.438 -2.501 -0.763
O 2.022 -0.734 -0.593
H 1.561 2.107 0.933
H 3.990 -0.791 -0.846
H -2.618 1.858 1.280
H -0.491 0.674 1.939
H -3.109 0.800 -1.285
H -2.060 2.238 -1.400
H -1.282 -0.576 -1.963
H -0.257 0.812 -1.951
H 0.329 -1.917 2.166
H 0.067 -3.295 1.458
```

Energy above the lowest of the compared OMol25 structures with the same formula, charge and spin in eV: 1.523
Frontier orbital gap (spin up / spin down) in Eh: 0.2164 / 0.2546
Lowest unoccupied orbital energy (spin up / spin down) in Eh: 0.025 / -0.080
Spin multiplicity: 3
Net charge: 0


Record 2
The following is a DFT calculation (the ωB97M-V functional and the def2-TZVPD basis) of a cluster of 2 separate species, C5H15NO in total in a non-equilibrium geometry.

XYZ file:
```
22
C5H15NO the ωB97M-V functional and the def2-TZVPD basis
C 0.855 -1.993 2.206
C 0.564 -0.463 1.807
N -0.010 -0.461 0.477
C 0.736 0.389 -0.581
C 0.901 1.904 -0.375
C -0.154 0.301 -1.973
H 0.860 -2.214 3.290
H 1.893 -2.240 1.749
H 0.129 -2.675 1.780
H -0.082 0.113 2.452
H 1.466 0.155 1.820
H -1.009 -0.433 0.532
H 1.763 -0.016 -0.759
H 1.135 2.402 -1.318
H 0.010 2.318 0.046
H 1.690 2.133 0.331
H 0.449 -0.014 -2.844
H -0.642 -0.572 -1.581
H -0.935 1.026 -2.301
O -3.528 0.213 -1.389
H -2.611 0.568 -1.249
H -3.480 -0.440 -2.122
```

Energy above the lowest of the compared OMol25 structures with the same formula, charge and spin in eV: 2.150
SMILES string: CCNC(C)C.O
Frontier orbital gap in Eh: 0.3542
Lowest unoccupied orbital energy in Eh: 0.035
Net charge: 0


Record 3
The following is a DFT calculation (the ωB97M-V functional and the def2-TZVPD basis) of a cluster of 2 separate species, C4H11N3O2 in total in a non-equilibrium geometry.

XYZ file:
```
20
C4H11N3O2 the ωB97M-V functional and the def2-TZVPD basis
H -1.938 0.497 -0.112
N -2.261 1.144 0.607
C -1.196 1.702 1.091
N -0.866 2.248 2.333
N 0.079 1.540 0.322
C 0.256 2.514 -0.729
H -1.378 1.915 3.178
H -1.184 3.234 2.189
H 0.860 1.674 0.960
H -0.738 2.562 -1.130
H 1.031 2.212 -1.457
H 0.357 3.635 -0.489
C 1.094 -3.539 -1.457
C 0.997 -2.242 -0.778
O 1.993 -1.672 -0.400
O -0.261 -1.748 -0.707
H 0.229 -4.195 -1.437
H 1.945 -4.116 -1.085
H 1.567 -3.328 -2.417
H -0.273 -0.776 -0.453
```

Energy above the lowest of the compared OMol25 structures with the same formula, charge and spin in eV: 2.154
SMILES string: [H]/N=C(/N)NC.CC(=O)O
Frontier orbital gap in Eh: 0.3751
Lowest unoccupied orbital energy in Eh: 0.025
Net charge: 0


Record 4
The following is a DFT calculation (the ωB97M-V functional and the def2-TZVPD basis) of a cluster of 13 separate species, C52H143N13O13 in total in a non-equilibrium geometry.

XYZ file:
```
221
C52H143N13O13 the ωB97M-V functional and the def2-TZVPD basis
C -24.062 1.739 14.125
C -23.490 1.668 12.710
C -22.068 2.224 12.654
O -21.636 2.081 11.348
C -20.587 2.915 10.831
N -23.418 0.188 12.421
H -23.560 1.060 14.814
H -25.141 1.596 14.068
H -23.945 2.781 14.424
H -24.123 2.287 12.074
H -21.374 1.616 13.235
H -21.987 3.246 13.024
H -20.961 3.923 10.652
H -20.268 2.503 9.874
H -19.810 2.861 11.594
H -22.858 -0.076 11.623
H -24.302 -0.260 12.229
C -24.389 5.540 3.119
C -25.757 5.722 3.747
C -25.728 6.075 5.231
O -25.179 4.980 5.938
C -26.067 3.879 6.219
N -26.387 6.866 3.062
H -24.530 5.380 2.051
H -23.883 4.657 3.510
H -23.827 6.474 3.113
H -26.369 4.829 3.619
H -26.746 6.290 5.557
H -25.032 6.902 5.369
H -25.793 3.230 7.051
H -26.129 3.244 5.335
H -27.037 4.283 6.508
H -25.833 7.632 2.707
H -27.071 6.722 2.333
C -22.623 16.581 -4.724
C -22.280 17.749 -3.859
C -22.145 17.419 -2.403
O -21.186 16.336 -2.144
C -21.047 16.116 -0.720
N -21.112 18.560 -4.276
H -23.599 16.187 -4.441
H -21.927 15.743 -4.771
H -22.963 16.857 -5.722
H -23.047 18.524 -3.850
H -23.079 16.924 -2.136
H -21.937 18.340 -1.859
H -20.600 16.962 -0.198
H -20.493 15.211 -0.468
H -22.014 15.951 -0.244
H -21.252 18.900 -5.217
H -20.268 18.014 -4.174
C -16.812 20.143 2.608
C -15.310 20.002 2.252
C -14.712 18.559 2.493
O -15.010 17.694 1.381
C -15.131 16.263 1.684
N -14.963 20.282 0.852
H -17.022 21.116 2.164
H -16.912 20.332 3.677
H -17.447 19.322 2.274
H -14.830 20.668 2.969
H -15.074 18.176 3.447
H -13.627 18.609 2.584
H -14.253 15.872 2.198
H -15.411 15.755 0.761
H -15.973 16.095 2.355
H -15.831 20.439 0.362
H -14.676 19.431 0.389
C -13.109 5.268 14.129
C -12.465 4.518 12.942
C -13.179 4.743 11.563
O -12.412 4.054 10.569
C -12.911 4.135 9.260
N -11.125 5.085 12.809
H -12.725 4.886 15.075
H -14.186 5.139 14.234
H -13.150 6.353 14.030
H -12.347 3.439 13.037
H -13.347 5.810 11.417
H -14.153 4.261 11.656
H -13.509 3.333 8.827
H -12.006 4.263 8.666
H -13.328 5.118 9.039
H -10.459 4.552 13.349
H -10.915 4.841 11.852
C -17.137 11.185 -5.287
C -17.771 12.395 -5.985
C -17.950 13.731 -5.217
O -16.659 14.270 -5.082
C -16.632 15.427 -4.341
N -17.178 12.578 -7.305
H -17.000 10.321 -5.937
H -17.649 10.858 -4.382
H -16.148 11.363 -4.864
H -18.792 12.023 -6.079
H -18.496 13.497 -4.303
H -18.528 14.436 -5.814
H -17.065 15.271 -3.352
H -17.151 16.208 -4.895
H -15.561 15.561 -4.183
H -17.691 13.138 -7.970
H -16.392 13.205 -7.208
C -10.711 9.108 4.175
C -11.077 10.299 3.447
C -10.499 10.452 2.063
O -11.096 11.667 1.439
C -11.368 11.572 -0.005
N -12.504 10.133 3.359
H -9.655 9.088 4.446
H -11.040 8.133 3.815
H -11.169 9.122 5.164
H -10.934 11.190 4.058
H -10.521 9.432 1.678
H -9.412 10.524 2.070
H -12.327 11.086 -0.182
H -10.655 11.016 -0.614
H -11.469 12.529 -0.517
H -12.656 9.304 2.802
H -12.775 10.863 2.716
C -19.190 2.168 -1.000
C -19.529 0.823 -0.337
C -18.290 0.189 0.468
O -18.627 -1.018 1.151
C -17.761 -1.413 2.149
N -20.578 1.211 0.626
H -18.839 3.007 -0.399
H -20.131 2.400 -1.499
H -18.359 1.974 -1.678
H -20.142 0.221 -1.008
H -18.035 0.943 1.212
H -17.482 0.050 -0.250
H -16.765 -1.349 1.711
H -17.872 -2.470 2.389
H -17.887 -0.733 2.992
H -21.419 1.154 0.070
H -20.629 0.412 1.243
C -18.799 5.890 4.717
C -17.696 6.820 4.197
C -18.258 7.926 3.230
O -17.172 8.485 2.492
C -17.521 9.589 1.762
N -16.827 7.266 5.280
H -19.160 5.587 3.735
H -19.544 6.281 5.411
H -18.440 4.954 5.145
H -17.220 6.135 3.496
H -18.663 8.667 3.919
H -18.932 7.478 2.500
H -17.596 10.530 2.309
H -18.446 9.525 1.191
H -16.724 9.602 1.018
H -17.348 7.884 5.886
H -16.121 7.896 4.926
C -12.702 4.114 -0.460
C -12.511 3.934 -1.942
C -11.157 4.266 -2.529
O -10.907 5.641 -2.815
C -9.675 5.846 -3.554
N -12.880 2.635 -2.268
H -12.849 5.185 -0.324
H -12.012 3.613 0.219
H -13.695 3.817 -0.120
H -13.091 4.682 -2.484
H -11.040 3.628 -3.405
H -10.475 4.066 -1.703
H -9.631 6.851 -3.974
H -9.705 5.387 -4.542
H -8.846 5.642 -2.876
H -12.506 1.843 -1.765
H -12.720 2.425 -3.243
C -21.681 -0.454 6.510
C -22.174 -1.905 6.271
C -22.125 -2.903 7.480
O -20.919 -2.840 8.185
C -19.791 -3.527 7.573
N -23.591 -1.713 5.832
H -22.344 0.045 7.217
H -21.646 0.160 5.611
H -20.672 -0.440 6.921
H -21.620 -2.331 5.434
H -22.287 -3.924 7.135
H -22.924 -2.640 8.174
H -19.653 -4.483 8.077
H -18.799 -3.110 7.746
H -19.987 -3.732 6.521
H -24.297 -2.090 6.448
H -23.673 -0.712 5.720
C -16.227 11.784 8.482
C -17.630 12.057 7.959
C -17.607 12.641 6.572
O -18.887 12.953 6.100
C -19.603 13.847 6.944
N -18.412 10.756 7.986
H -16.093 11.572 9.543
H -15.485 12.503 8.137
H -15.727 10.965 7.966
H -18.093 12.753 8.659
H -17.221 11.904 5.868
H -16.842 13.418 6.570
H -18.873 14.620 7.188
H -19.947 13.394 7.874
H -20.476 14.291 6.468
H -19.121 10.872 7.276
H -18.892 10.911 8.861
C -26.944 12.403 -1.674
C -26.509 11.454 -0.567
C -25.304 11.999 0.193
O -25.087 11.164 1.338
C -23.905 11.380 2.033
N -27.511 11.514 0.434
H -27.822 12.007 -2.183
H -26.229 12.516 -2.489
H -27.253 13.378 -1.296
H -26.517 10.424 -0.924
H -25.496 13.018 0.528
H -24.464 12.131 -0.489
H -23.735 12.316 2.565
H -23.092 11.399 1.307
H -23.775 10.554 2.732
H -27.201 11.045 1.274
H -27.659 12.490 0.647
```

Energy above the lowest of the compared OMol25 structures with the same formula, charge and spin in eV: 9.724
Frontier orbital gap in Eh: 0.3215
Lowest unoccupied orbital energy in Eh: 0.000
Net charge: 0


Record 5
The following is a DFT calculation (the ωB97M-V functional and the def2-TZVPD basis) of a cluster of 6 separate species, C42H80ClNO19P3S2 in total in a non-equilibrium geometry.

XYZ file:
```
148
C42H80ClNO19P3S2 the ωB97M-V functional and the def2-TZVPD basis
C -1.751 5.612 2.952
C -1.038 6.188 1.741
O -0.368 7.153 1.898
O -1.164 5.703 0.492
C -1.526 4.313 0.383
C -0.373 3.361 0.761
C -0.399 2.055 -0.104
C -0.474 0.838 0.807
C -0.610 -0.546 0.073
C -1.423 -0.428 -1.227
P -2.024 -2.066 -2.039
C -2.298 -3.631 -3.231
P -3.670 -3.778 -4.410
O -3.284 -3.507 -5.800
O -4.006 -5.401 -4.415
O -5.096 -3.102 -4.112
N -3.617 -2.138 -1.262
C -4.318 -3.400 -1.129
C -3.799 -4.767 -0.704
O -5.505 -3.343 -1.232
C -3.740 -1.535 0.048
C -3.426 -2.336 1.318
O -4.166 -0.451 0.210
P -2.704 -0.795 -3.846
O -3.450 0.593 -3.265
Cl -1.025 -0.102 -4.931
O -0.438 -2.019 -2.863
C 0.585 -2.735 -2.267
C -0.060 -3.623 -1.142
S 0.015 -5.453 -1.333
C 1.719 -5.904 -0.906
C 2.746 -4.855 -1.315
O 3.209 -4.088 -0.560
O 3.052 -4.856 -2.645
C 4.389 -5.338 -2.904
C 4.423 -5.716 -4.390
C 4.582 -7.248 -4.558
O 5.498 -5.105 -5.119
C 5.355 -3.752 -5.220
O 5.821 -3.018 -4.434
C 4.620 -3.144 -6.422
S 3.553 -4.345 -7.303
O -1.293 -3.087 -0.826
H -1.093 5.757 3.807
H -1.995 4.553 2.886
H -2.670 6.160 3.162
H -2.436 4.084 0.944
H -1.803 4.165 -0.663
H -0.498 3.132 1.824
H 0.547 3.932 0.611
H -1.259 2.172 -0.766
H 0.505 2.090 -0.716
H 0.474 0.782 1.354
H -1.237 0.939 1.589
H -1.030 -1.213 0.829
H 0.423 -0.864 -0.089
H -0.749 0.040 -1.945
H -2.224 0.298 -1.056
H -2.238 -4.559 -2.654
H -1.436 -3.699 -3.891
H -4.958 -5.530 -4.523
H -5.088 -2.346 -3.506
H -4.108 -5.481 -1.475
H -2.726 -4.881 -0.568
H -4.342 -5.054 0.197
H -4.362 -2.657 1.785
H -2.899 -1.706 2.031
H -2.817 -3.221 1.129
H -2.897 1.354 -3.496
H 1.440 -2.175 -1.871
H 0.932 -3.444 -3.041
H 0.542 -3.447 -0.234
H 1.872 -6.091 0.158
H 1.969 -6.821 -1.446
H 5.076 -4.523 -2.658
H 4.618 -6.165 -2.224
H 3.462 -5.472 -4.846
H 3.928 -7.617 -5.346
H 5.626 -7.460 -4.808
H 4.383 -7.760 -3.617
H 5.346 -2.716 -7.110
H 3.983 -2.367 -6.007
H 2.352 -3.730 -7.316
C 0.420 9.483 4.165
C 0.913 10.921 4.260
C 2.325 10.732 4.794
O 2.785 9.475 4.298
C 1.679 8.750 3.733
H -0.406 9.343 3.471
H 0.101 9.134 5.152
H 0.945 11.369 3.264
H 0.299 11.556 4.899
H 2.333 10.691 5.890
H 3.008 11.521 4.473
H 1.785 8.755 2.646
H 1.705 7.717 4.078
C 5.142 -0.707 1.495
C 4.378 -0.396 2.773
C 3.055 0.119 2.227
O 2.834 -0.554 0.983
C 4.036 -1.229 0.589
H 5.952 -1.424 1.630
H 5.565 0.213 1.081
H 4.218 -1.314 3.342
H 4.879 0.320 3.421
H 3.099 1.197 2.028
H 2.217 -0.075 2.898
H 3.883 -2.299 0.726
H 4.230 -1.040 -0.468
C -5.048 7.000 7.359
C -3.963 8.040 7.116
C -2.905 7.222 6.393
O -3.600 6.207 5.662
C -4.965 6.162 6.092
H -6.037 7.425 7.522
H -4.790 6.390 8.229
H -4.344 8.827 6.458
H -3.590 8.509 8.025
H -2.229 6.730 7.101
H -2.307 7.821 5.703
H -5.587 6.585 5.296
H -5.262 5.125 6.251
C -6.158 -3.240 -7.408
C -7.465 -3.543 -6.690
C -8.489 -3.327 -7.795
O -7.841 -3.662 -9.027
C -6.430 -3.799 -8.794
H -5.284 -3.678 -6.934
H -6.006 -2.159 -7.462
H -7.478 -4.588 -6.367
H -7.642 -2.916 -5.818
H -8.799 -2.276 -7.849
H -9.381 -3.945 -7.675
H -6.180 -4.864 -8.847
H -5.880 -3.274 -9.577
C 8.808 -1.511 5.434
C 8.046 -1.207 6.716
C 6.721 -0.694 6.175
O 6.499 -1.363 4.930
C 7.700 -2.031 4.531
H 9.621 -2.225 5.562
H 9.226 -0.589 5.022
H 7.889 -2.129 7.283
H 8.546 -0.490 7.366
H 6.761 0.384 5.981
H 5.885 -0.893 6.847
H 7.552 -3.108 4.665
H 7.890 -1.836 3.474
```

Frontier orbital gap in Eh: 0.2300
Lowest unoccupied orbital energy in Eh: 0.071
Net charge: -1